1.
# C38H56FN4O3PPdSSi

A structure of composition C38H56FN4O3PPdSSi at a distorted geometry (the ωB97M-V functional and the def2-TZVPD basis, the Open Molecules 2025 dataset).

Calculated values
Spin multiplicity ... 5
F_max ... 5.7 eV Å⁻¹
Charge ... +2
HOMO (spin up / spin down) ... -12.20 / -13.85 eV
<S²> ... 6.05
HOMO-LUMO gap (spin up / spin down) ... 0.23346 / 0.16784 Eh

XYZ file:
```
106
Properties=species:S:1:pos:R:3:forces:R:3
Pd 1.818029 -0.042787 1.014599 -1.006 0.473 -0.852
C -0.827742 -0.097740 4.906674 0.020 -0.303 0.437
Si -0.223791 0.319281 3.198876 -0.540 -0.168 0.641
C -1.651342 0.582247 2.033787 0.159 0.404 -0.404
C 0.730491 1.890169 3.179240 -0.034 0.634 -0.243
N 0.796982 -0.998052 2.548076 -1.560 -2.632 -0.843
C 0.294346 -2.261093 2.263260 0.169 0.101 0.571
C -1.107119 -2.629159 2.411513 1.576 -0.559 -0.428
C -1.523884 -3.950135 2.198486 0.501 1.725 -0.262
C -0.675766 -4.903407 1.643254 1.295 0.075 0.151
C 0.721544 -4.620675 1.476492 -0.858 0.745 0.468
C 1.177619 -3.363569 1.843070 -0.959 0.905 -0.092
F 2.473445 -3.001943 1.784802 -0.399 -0.986 -0.565
H 0.002934 -0.243609 5.623044 -0.341 0.106 -0.302
H -1.390939 -1.051083 4.873095 0.113 0.507 0.167
H -1.479420 0.711281 5.306430 0.337 -0.558 -0.296
H -1.997555 1.624057 2.137989 -0.028 -0.375 0.010
H -2.471395 -0.111238 2.177164 -0.299 0.127 0.034
H -1.249368 0.492169 1.017196 -0.206 0.023 0.013
H 0.073456 2.490796 3.852853 0.716 -0.084 -0.188
H 0.605762 2.368903 2.181098 0.484 -0.219 0.557
H 1.776520 1.873038 3.548035 -0.735 0.226 -0.189
H -1.773748 -1.789619 2.545280 -0.270 -0.543 0.498
H -2.548222 -4.142231 2.392372 -0.796 -0.452 -0.092
H -1.065030 -5.881513 1.342515 0.227 0.383 0.233
H 1.385184 -5.381777 1.089767 0.113 0.133 0.049
N 0.856298 -2.451782 -1.645201 -0.290 0.435 -1.874
C 0.693831 -2.470853 -2.802055 -0.179 -0.577 1.687
C 0.478880 -2.708807 -4.212195 -0.289 -0.392 -0.988
C 1.604133 -3.083608 -4.986340 0.961 0.951 0.896
C 1.497495 -3.334168 -6.336876 0.200 -0.189 -0.458
C 0.225693 -3.240845 -6.943440 1.340 0.069 -0.751
C -0.894931 -2.907075 -6.234160 -1.299 0.179 1.260
C -0.796014 -2.671354 -4.818111 0.207 -0.098 -0.615
H 2.602275 -3.004156 -4.484432 -0.982 -0.426 -0.607
H 2.417682 -3.578553 -6.929803 -1.147 0.261 0.610
H 0.160131 -3.352307 -8.031295 -0.044 -0.151 0.469
H -1.861166 -2.863105 -6.813760 1.027 0.051 1.128
H -1.678400 -2.484471 -4.182738 0.460 -0.025 -0.612
C 1.446969 2.809878 -2.020359 -0.657 1.381 1.293
C 1.230013 1.955571 -0.825273 0.476 -0.431 0.449
O 0.235424 2.081095 -0.077891 1.203 -0.848 -0.621
O 2.236669 1.119377 -0.653213 -1.822 0.470 0.271
H 0.760531 2.548110 -2.789790 -0.411 -0.201 -0.809
H 2.463660 2.732178 -2.293416 0.916 -0.072 -0.751
H 1.237794 3.842686 -1.693067 0.004 -0.266 -0.379
C 4.214929 -1.232761 -1.100839 0.514 0.023 -0.235
C 4.939612 -1.161757 0.239786 0.543 -0.497 0.589
C 6.393446 -0.733322 0.063462 0.973 -0.775 -0.601
P 3.984199 -0.193791 1.500470 2.306 0.826 2.229
C 4.114392 -1.036283 3.157914 -0.582 -1.469 0.506
C 5.454377 -1.786187 3.419393 -0.425 -0.679 -1.300
C 3.580076 -0.289937 4.415661 -0.634 0.198 0.138
C 4.674210 1.506116 1.947782 0.904 0.136 -1.239
C 6.040473 1.435960 2.614924 0.925 -0.056 0.739
C 4.819960 2.509705 0.776452 -1.044 -0.308 0.081
H 4.728025 -1.991393 -1.720825 -0.228 0.386 0.197
H 4.235780 -0.262468 -1.622292 -0.124 -0.390 0.187
H 3.194343 -1.560998 -0.963203 -0.417 -0.012 -0.157
H 5.012002 -2.189283 0.667746 -0.498 0.603 -0.206
H 6.548545 0.318917 -0.133377 -0.144 0.224 -0.091
H 6.789956 -1.294217 -0.812333 -0.302 0.432 0.319
H 7.077441 -1.043618 0.864511 -0.478 0.219 0.148
H 3.328152 -1.824619 3.016911 1.110 0.619 0.282
H 6.338930 -1.143816 3.509062 -0.379 -0.215 0.310
H 5.647156 -2.476332 2.548472 -0.041 0.608 0.890
H 5.295849 -2.451914 4.279502 0.349 0.414 -0.066
H 4.045962 0.696388 4.585169 -0.142 -0.463 0.048
H 3.691961 -0.908150 5.360222 0.145 0.573 -1.261
H 2.472697 -0.138005 4.304844 1.007 0.005 0.108
H 3.999186 1.957063 2.675893 -0.415 -0.356 -0.078
H 6.827429 0.991838 1.964638 -0.655 0.186 0.566
H 6.028147 0.946923 3.605280 0.071 0.025 -0.591
H 6.370803 2.468195 2.823670 -0.156 -0.263 -0.159
H 5.774281 2.467577 0.267036 0.179 -0.387 -0.100
H 4.766130 3.506887 1.198846 -0.120 0.247 -0.002
H 4.001095 2.369527 0.061983 0.298 0.273 0.001
C -2.694177 4.002675 -0.619154 0.093 0.276 -0.591
C -3.189315 3.937258 -2.085175 0.171 -1.017 0.138
C -3.536577 2.547078 -2.662047 1.272 0.866 -0.046
N -4.344666 1.796262 -1.751382 0.936 -3.524 -0.548
C -4.134936 0.452321 -1.582932 -3.247 3.782 2.823
S -2.777112 -0.352836 -2.137502 0.491 -0.431 -0.506
N -4.975266 -0.194197 -0.652130 3.057 -0.006 -1.989
C -6.200732 0.085455 -0.074435 -2.532 0.136 0.853
O -6.451277 -0.331028 1.046266 0.950 0.526 -1.460
C -7.210171 0.754926 -0.935385 -0.536 1.000 -0.393
C -8.264055 1.421932 -0.269568 1.654 -1.542 0.722
C -9.275635 2.049714 -0.909912 -1.041 0.766 -0.920
C -9.312546 2.031983 -2.309847 0.158 0.448 0.381
C -8.299152 1.355575 -2.961816 0.115 -0.009 -2.698
C -7.207157 0.781319 -2.345317 -0.509 0.345 1.963
H -2.383597 5.059516 -0.440165 -0.370 -0.853 0.174
H -1.829723 3.351389 -0.397782 -0.287 0.230 -0.329
H -3.510157 3.712440 0.049861 0.154 0.293 0.148
H -2.436695 4.307575 -2.766618 0.136 0.466 -0.129
H -4.099029 4.506302 -2.222393 -0.106 0.595 0.112
H -2.613434 1.981590 -2.859032 0.024 -0.036 0.223
H -3.991700 2.677513 -3.638946 -0.400 -0.086 -0.098
H -5.076335 2.286923 -1.266841 -0.460 -0.274 0.251
H -4.450827 -0.857273 -0.134515 0.248 -0.947 0.675
H -8.191164 1.358420 0.799208 -0.343 0.218 0.419
H -10.033688 2.564247 -0.333904 0.003 0.039 -0.079
H -10.012389 2.649754 -2.897244 0.128 -0.738 0.489
H -8.330966 1.292398 -4.083124 0.057 0.297 1.193
H -6.345021 0.494402 -2.890479 0.294 -0.751 -0.701
```
Forces are in eV/Å.

2.
# C38H56KN3O15P4

A structure of composition C38H56KN3O15P4 at a distorted geometry (the ωB97M-V functional and the def2-TZVPD basis, the Open Molecules 2025 dataset).

Calculated values
F_max ... 4.0 eV Å⁻¹
HOMO ... -8.64 eV
HOMO-LUMO gap ... 0.30721 Eh

XYZ file:
```
117
Properties=species:S:1:pos:R:3:forces:R:3
K -1.097712 0.955913 -0.109060 -0.389 0.014 -0.019
C -3.900525 0.535475 -5.001184 -0.481 2.127 -1.344
O -4.781757 0.464411 -3.894753 -0.286 -0.954 0.120
C -4.014164 0.504526 -2.788805 2.641 1.687 0.098
N -2.739184 0.755956 -2.937405 -2.300 -1.427 0.032
C -2.507156 0.739464 -4.439497 -0.936 -1.069 2.207
C -1.494641 -0.249012 -4.870241 0.102 0.144 -1.337
C -0.402524 0.261165 -5.578314 -0.161 0.122 1.405
C 0.652456 -0.546186 -5.916105 0.321 -1.159 -0.765
C 0.408498 -1.913952 -5.938123 -0.012 -1.236 0.666
C -0.749469 -2.455163 -5.327880 1.218 -0.877 -1.690
C -1.677127 -1.627058 -4.804268 -1.337 0.019 1.827
C -4.823385 0.565646 -1.546567 -1.550 -0.811 0.816
C -6.248652 0.521362 -1.720242 2.610 0.480 -0.099
C -6.993202 0.905602 -0.675623 -2.066 0.512 1.931
C -6.482209 1.033758 0.614103 0.790 0.455 -0.211
C -5.132227 0.718888 0.747923 0.079 -0.283 -1.022
N -4.293665 0.605882 -0.325590 -0.428 -0.240 0.118
C -4.560741 0.541028 2.087718 1.538 0.445 0.790
N -3.308964 0.559742 2.361594 -0.735 0.316 0.211
C -3.231346 0.856320 3.828099 2.388 -0.453 0.384
C -4.627491 1.098691 4.300808 -1.726 -0.280 -1.266
O -5.431634 0.532581 3.118281 0.137 1.096 1.342
C -2.437852 -0.261443 4.647509 0.348 0.809 -2.606
C -1.160222 -0.613539 4.093394 -0.824 -0.070 0.329
C -0.492045 -1.761719 4.569407 0.691 1.691 -1.833
C -1.064606 -2.513966 5.559261 -0.471 -1.746 1.469
C -2.298143 -2.157744 6.100728 -0.476 1.201 0.101
C -2.999012 -1.007572 5.660877 2.083 -1.252 -0.233
H -4.234314 1.435629 -5.583505 0.352 -0.728 0.362
H -3.993831 -0.299371 -5.664333 -0.126 -0.801 -0.037
H -2.135855 1.691809 -4.615724 0.637 1.832 -0.692
H -0.321413 1.316867 -5.747735 0.018 0.476 0.243
H 1.633259 -0.142305 -6.170868 -0.424 -0.075 -0.412
H 1.099883 -2.640067 -6.374988 0.109 0.474 0.253
H -0.983914 -3.536260 -5.357384 0.560 0.690 0.044
H -2.499176 -2.142709 -4.245235 0.440 1.034 -0.530
H -6.640585 0.342281 -2.673833 -0.572 -0.133 -1.087
H -8.062402 1.105433 -0.725942 0.125 -0.198 -0.559
H -7.072410 1.493028 1.422974 0.354 -0.849 -0.343
H -2.613794 1.769860 3.829804 -0.229 -0.231 0.388
H -4.974666 2.160790 4.409391 0.557 -1.003 -0.070
H -4.848315 0.505223 5.188969 -0.447 0.294 -0.323
H -0.752884 -0.000021 3.244884 -0.372 -0.727 1.035
H 0.474184 -1.995927 4.061692 -0.851 -0.089 0.764
H -0.594803 -3.448135 5.964702 -0.264 1.055 -0.573
H -2.770260 -2.668971 6.934512 0.385 -0.389 -0.173
H -3.892329 -0.753338 6.157802 -0.962 0.194 0.312
C 1.839025 1.104199 -2.427433 0.488 -1.181 -0.666
C 3.240860 1.080393 -1.861098 0.739 -0.666 -0.295
C 3.788730 2.475868 -1.966421 0.987 0.811 0.127
O 3.150311 0.743386 -0.415068 0.083 0.251 -0.879
P 3.933583 -0.472971 0.155900 1.437 -1.254 1.109
O 5.022884 -1.071852 -0.713860 -2.078 0.969 1.419
C 2.629535 -1.641763 0.801688 0.343 1.208 -0.495
P 1.208380 -2.098668 -0.239591 -2.075 1.019 -1.451
O 0.120186 -1.160857 -0.803820 2.754 -1.929 1.977
O 0.694341 -3.180315 0.816133 -0.621 -1.108 -0.086
C -0.284628 -4.297431 0.688962 -0.108 0.479 -0.250
C -1.451434 -4.031863 1.629777 -0.370 1.836 -1.245
C 0.337331 -5.579243 1.161121 1.767 -0.093 -0.197
O 1.841438 -2.801495 -1.526673 -0.331 -0.940 0.939
C 2.492750 -4.131571 -1.419559 -0.261 0.774 -1.692
C 1.834669 -5.015666 -2.535641 2.020 -0.429 1.623
C 3.962681 -3.894881 -1.649850 0.053 0.616 -1.106
O 4.363510 -0.015748 1.666603 -0.348 -0.423 -0.606
C 5.483610 0.795500 2.073191 0.052 0.286 -0.247
C 6.723485 0.368292 1.320787 0.161 1.250 -0.897
C 5.763790 0.664372 3.577421 -1.340 -0.914 1.071
H 1.966890 1.290137 -3.507715 -0.407 0.142 0.366
H 1.215667 1.838966 -1.946694 -0.032 0.614 0.029
H 1.337576 0.151558 -2.298626 -0.020 -0.259 -0.169
H 3.946580 0.288318 -2.338882 -1.367 1.333 0.703
H 3.048354 3.192714 -1.617154 0.074 -0.203 0.102
H 3.990164 2.760090 -3.015452 0.147 -0.395 0.373
H 4.695766 2.641055 -1.341300 -0.405 -0.263 -0.583
H 2.297516 -1.193416 1.743859 -0.189 0.088 -0.278
H 3.130596 -2.560489 1.097345 -0.005 -0.220 -0.218
H -0.497023 -4.437419 -0.391729 -0.415 0.528 0.621
H -1.102041 -4.121171 2.629530 0.464 0.337 0.953
H -2.200266 -4.783467 1.556699 -0.678 -0.724 -0.474
H -1.944221 -3.035818 1.476436 0.545 -0.823 0.145
H 0.669503 -5.482053 2.205217 0.052 -0.013 -0.317
H 1.214284 -5.812293 0.509882 -0.648 -0.213 0.693
H -0.376000 -6.396179 1.126847 -0.125 -0.050 -0.201
H 2.323819 -4.554967 -0.443669 -0.154 -0.006 0.356
H 1.818259 -4.468215 -3.441881 0.003 0.569 -0.933
H 0.843492 -5.286062 -2.258602 -0.855 -0.278 0.175
H 2.459097 -5.941213 -2.674415 -0.679 0.789 0.131
H 4.375987 -4.871622 -1.786747 0.786 -0.661 0.242
H 4.472787 -3.309763 -0.859552 -0.335 -0.416 -0.577
H 4.108883 -3.387755 -2.651187 -0.187 -0.261 1.191
H 5.226590 1.866660 1.877480 0.123 -0.793 -0.061
H 7.014265 -0.624479 1.576310 0.414 -0.670 0.668
H 7.461278 1.132225 1.581557 0.431 -0.452 -0.080
H 6.642576 0.313456 0.222611 -0.294 0.488 0.466
H 6.073082 -0.353677 3.914746 0.106 0.550 -0.750
H 4.874325 0.836569 4.240757 0.506 0.272 -0.901
H 6.531181 1.370887 3.883222 0.086 0.057 -0.133
C -0.979953 4.730042 2.359721 -0.315 0.677 0.142
C 0.164246 5.175985 1.389761 -1.096 -2.932 2.454
O 1.223863 5.515813 2.290192 1.069 1.230 -1.137
P -0.416585 6.424816 0.288370 -0.183 -0.195 -0.999
O -1.639158 5.814579 -0.506667 0.217 -0.224 0.239
O -1.218645 7.560560 1.101491 1.298 0.664 -0.118
O 0.808126 6.797488 -0.470542 -0.485 0.850 -0.128
P 0.639668 3.608786 0.408899 -1.514 1.102 -1.725
O 1.941523 4.274263 -0.291218 -0.528 0.944 -0.586
O 0.963154 2.387099 1.196550 -0.100 0.591 -0.097
O -0.518451 3.435583 -0.652236 1.547 0.429 1.542
H -1.350489 5.600884 2.944111 0.313 -0.402 -0.357
H -0.583747 4.007883 3.083680 -0.068 -0.005 -0.356
H -1.857874 4.328501 1.823261 0.504 -0.019 0.144
H 1.997123 5.903299 1.788765 -1.281 -0.746 0.496
H -1.490402 4.827897 -0.710134 0.538 0.528 0.138
H -0.605486 8.279839 1.380527 -0.607 -0.671 -0.245
H 1.681415 5.183575 -0.697201 0.339 -1.535 0.873
```
Forces are in eV/Å.